Record 1
# C18H21N3O5

C18H21N3O5 in the gas phase (wB97M-V/def2-TZVPD, the Open Molecules 2025 dataset).

```
47
Properties=species:S:1:pos:R:3:forces:R:3:nbo_charge:R:1
C 1.246 -0.902 3.353 0.235 -0.184 0.019 -0.267
O 0.046 -0.256 2.986 -0.303 0.109 -0.146 -0.515
C -0.953 -1.014 2.459 -0.200 -0.099 -0.056 0.418
C -0.927 -2.396 2.329 0.329 0.124 0.184 -0.344
C -2.023 -3.044 1.781 -0.132 0.113 -0.044 -0.164
C -3.125 -2.342 1.341 -0.170 0.108 -0.086 -0.322
C -3.144 -0.953 1.455 0.206 -0.257 0.152 0.391
O -4.261 -0.328 0.953 0.157 -0.226 -0.010 -0.500
C -4.217 1.065 0.773 -0.099 0.412 0.114 -0.115
C -3.044 1.485 -0.053 0.416 -0.617 -0.894 0.294
C -2.333 0.832 -1.019 -0.382 0.530 0.430 -0.312
C -1.271 1.723 -1.313 -0.955 0.005 0.599 0.046
C -0.218 1.457 -2.325 0.365 0.238 -0.234 0.658
O -0.501 0.892 -3.367 -0.331 -0.146 0.059 -0.606
N 1.042 1.863 -2.042 0.106 0.066 -0.134 -0.413
C 1.518 2.313 -0.754 0.100 0.029 0.381 -0.252
C 2.093 1.108 0.018 -0.111 0.034 0.242 -0.231
N 2.591 0.125 -0.928 0.042 0.261 0.084 -0.441
C 2.202 -1.170 -0.803 0.254 -0.138 -0.145 0.695
C 2.557 -2.104 -1.936 -0.146 -0.120 0.153 -0.715
O 1.621 -1.557 0.194 -0.223 -0.271 0.169 -0.643
C 3.194 0.721 -2.095 -0.032 0.081 -0.163 -0.230
C 2.111 1.440 -2.925 0.051 -0.106 -0.324 -0.238
N -1.376 2.811 -0.589 0.868 0.327 -0.607 -0.125
O -2.469 2.673 0.192 -0.576 -0.261 0.349 -0.263
C -2.072 -0.297 2.031 -0.054 0.124 0.103 -0.409
H 1.909 -0.112 3.700 -0.010 -0.077 0.004 0.192
H 1.082 -1.618 4.165 -0.011 0.034 -0.001 0.172
H 1.690 -1.409 2.492 -0.015 0.035 0.075 0.212
H -0.068 -2.969 2.633 0.123 -0.030 0.027 0.224
H -2.005 -4.119 1.685 0.000 -0.088 -0.013 0.214
H -3.973 -2.839 0.899 -0.104 -0.076 -0.068 0.222
H -5.154 1.314 0.263 0.169 0.017 0.142 0.223
H -4.190 1.602 1.732 -0.016 -0.060 -0.115 0.198
H -2.509 -0.131 -1.447 -0.064 -0.253 -0.053 0.258
H 2.293 3.063 -0.936 -0.076 0.012 0.020 0.194
H 0.709 2.785 -0.200 0.302 -0.018 -0.022 0.263
H 1.320 0.619 0.617 0.084 0.118 -0.035 0.246
H 2.899 1.432 0.686 -0.075 0.015 0.030 0.194
H 3.635 -2.157 -2.077 0.072 0.016 -0.074 0.225
H 2.086 -1.778 -2.860 0.029 0.023 -0.146 0.230
H 2.187 -3.094 -1.682 -0.002 0.040 0.016 0.247
H 3.702 -0.027 -2.700 0.020 0.083 0.032 0.226
H 3.944 1.440 -1.747 0.014 -0.104 -0.072 0.197
H 2.536 2.309 -3.439 0.006 -0.068 -0.022 0.199
H 1.667 0.776 -3.670 0.145 0.109 0.097 0.245
H -2.047 0.772 2.169 -0.007 0.139 -0.017 0.224
```
Positions in Å, forces in eV/Å.

Properties
**SMILES**: COc1cccc(OCc2cc(C(=O)N3CCN(C(C)=O)CC3)no2)c1

Record 2
# C4H4N2O2

C4H4N2O2 as an isolated structure (wB97M-V/def2-TZVPD, the Open Molecules 2025 dataset).

```
12
Properties=species:S:1:pos:R:3:forces:R:3:nbo_charge:R:1
C -1.780 -0.667 -0.764 -1.741 -3.404 1.379 0.233
C 0.325 -0.499 -0.080 0.409 -0.948 -1.269 0.108
C 1.611 -0.276 0.337 1.261 -1.193 -0.037 -0.100
C -0.320 0.741 -0.010 2.596 0.227 2.045 0.398
H -2.348 -0.613 -1.753 0.849 -0.811 1.348 0.194
H -2.345 -1.252 0.172 0.706 1.517 -2.601 0.147
H 2.601 -0.857 0.547 -2.408 0.971 -0.739 0.243
H 2.252 1.374 1.738 -2.300 -0.886 -4.887 0.372
N 1.656 1.096 0.529 2.733 1.322 5.859 -0.344
N 0.412 1.711 0.496 -0.772 -0.774 -1.036 -0.306
O -0.512 -1.377 -0.817 0.707 1.092 0.488 -0.485
O -1.551 0.620 -0.395 -2.041 2.887 -0.550 -0.460
```
Positions in Å, forces in eV/Å.

Record 3
# C4H4N3

An isolated ion of composition C4H4N3 and charge +1 (wB97M-V/def2-TZVPD, the Open Molecules 2025 dataset).

```
11
Properties=species:S:1:pos:R:3:forces:R:3:nbo_charge:R:1
C 0.469 -0.835 0.858 0.843 1.809 0.090 -0.274
C -0.018 -0.994 -0.521 0.447 2.172 2.607 0.032
C 0.559 0.323 1.570 0.362 -0.445 -1.162 0.102
C 0.031 2.607 0.637 0.091 0.060 -0.079 0.428
N 0.349 1.549 1.034 -0.869 0.386 -0.961 -0.601
N -0.527 -0.243 -1.374 0.949 0.622 -1.204 0.161
N -1.154 0.312 -2.174 -2.382 0.354 -0.307 -0.108
H 0.839 -1.753 1.265 -0.197 -0.258 0.373 0.269
H -0.325 -1.941 -0.661 -0.940 -3.500 -0.992 0.270
H 0.875 0.506 2.572 0.252 -1.183 0.834 0.264
H -1.096 0.469 -3.206 1.444 -0.016 0.801 0.455
```
Positions in Å, forces in eV/Å.

Properties
**Total charge**: +1

Record 4
# C10H6N6O4

C10H6N6O4 in the gas phase (wB97M-V/def2-TZVPD, the Open Molecules 2025 dataset).

```
26
Properties=species:S:1:pos:R:3:forces:R:3:nbo_charge:R:1
O -3.085 -2.881 -0.443 0.686 2.287 3.079 -0.371
N -2.667 -2.124 0.513 -2.784 -2.134 -1.435 0.484
O -3.270 -1.804 1.533 0.421 -0.450 -1.595 -0.305
C -1.330 -1.715 0.365 4.034 -1.710 0.773 -0.018
C -0.353 -2.759 0.554 0.915 0.498 -0.194 -0.100
C 1.082 -2.445 0.466 -4.020 1.589 0.437 0.057
N 2.024 -3.388 0.508 2.601 0.890 -0.304 -0.415
C 3.264 -2.939 0.266 -2.676 -2.571 -0.827 0.458
O 4.153 -3.925 -0.048 0.150 0.155 1.632 -0.640
C 3.500 -1.529 0.026 1.743 1.093 0.177 0.455
O 4.773 -1.132 -0.146 0.231 -0.517 -0.150 -0.635
N 2.627 -0.572 0.023 -1.146 -2.321 0.702 -0.411
C 1.339 -1.052 0.257 1.428 -0.198 -0.987 0.322
N 0.438 -0.119 0.079 -3.465 0.610 0.569 -0.413
C -0.878 -0.398 0.191 0.526 0.500 -0.409 0.406
N -1.785 0.701 0.022 -0.476 -2.026 0.367 -0.383
C -1.440 1.977 0.266 1.091 1.267 0.094 -0.075
C -2.414 2.757 -0.303 2.276 1.008 -0.091 -0.095
N -3.298 1.982 -0.980 -1.582 -1.049 1.366 -0.427
C -3.035 0.748 -0.603 -0.018 -1.671 -1.950 0.164
H -0.599 -3.848 0.778 -0.058 1.717 -0.471 0.258
H 3.871 -4.768 0.430 0.221 1.625 -1.011 0.511
H 4.745 -0.165 -0.261 -0.015 -0.315 0.029 0.504
H -0.455 2.151 0.708 -0.689 0.307 -0.140 0.239
H -2.297 3.850 -0.371 -0.668 -0.725 -0.088 0.214
H -3.619 -0.218 -0.893 1.276 2.140 0.429 0.218
```
Positions in Å, forces in eV/Å.

Properties
**SMILES**: O=[N+]([O-])c1cc2nc(O)c(O)nc2nc1-n1ccnc1

Record 5
# C27H24F4MoN3O5STe

C27H24F4MoN3O5STe as an isolated structure (wB97M-V/def2-TZVPD, the Open Molecules 2025 dataset).

```
66
Properties=species:S:1:pos:R:3:forces:R:3:nbo_charge:R:1
Mo 1.046 0.469 0.252 -1.555 0.318 -0.388 0.906
F 4.069 0.293 -0.176 -0.969 0.119 -0.293 -0.352
C 2.932 -0.266 -0.720 0.942 -1.516 -1.229 0.712
F 3.187 -1.655 -0.536 -0.665 1.490 -0.062 -0.380
F 3.046 -0.111 -2.107 -0.270 0.015 1.729 -0.355
F 2.140 1.133 6.140 -0.872 -0.398 -1.030 -0.351
C 1.673 0.803 4.866 0.060 1.123 1.119 0.396
C 2.517 -0.029 4.143 -0.035 0.950 1.348 -0.269
C 2.272 -0.102 2.787 0.353 0.150 0.077 -0.235
C 1.163 0.514 2.275 -1.763 0.024 -0.254 -0.329
C 0.180 1.140 3.095 0.003 0.823 -1.528 -0.207
C 0.491 1.454 4.379 1.749 -1.335 1.346 -0.261
H 3.400 -0.407 4.681 -0.462 0.054 -0.571 0.239
H 3.000 -0.516 2.115 0.315 -0.509 -0.123 0.233
H -0.751 1.585 2.690 0.725 -0.460 -0.150 0.248
H -0.113 2.147 4.959 0.227 -0.363 0.181 0.237
C -2.779 -0.018 -1.961 0.708 0.411 0.073 -0.273
O -1.410 0.331 -1.631 0.160 0.357 1.650 -0.567
C -1.154 0.785 -0.335 -0.389 1.422 -0.608 0.595
O -1.997 1.410 0.317 1.926 -1.851 -1.034 -0.617
H -3.532 0.648 -1.505 0.500 -0.118 -0.511 0.207
H -2.889 -1.011 -1.593 -0.524 -0.836 0.358 0.184
H -2.744 -0.083 -3.044 -0.553 0.367 -0.051 0.201
C -2.946 7.350 -0.831 0.106 -0.674 -0.920 -0.633
C -1.713 6.471 -0.913 0.879 -1.289 0.882 0.001
C -1.563 5.517 -1.938 -1.030 0.798 -0.185 -0.232
C -0.576 4.557 -1.995 1.056 0.000 0.915 -0.009
C -0.542 3.588 -3.165 -0.050 -0.023 1.556 -0.638
C 0.333 4.483 -0.869 -0.981 -1.276 -1.506 -0.244
Te 1.750 2.882 -0.629 0.298 0.369 -0.585 0.048
C 0.278 5.440 0.102 0.443 1.341 0.998 0.046
C 1.350 5.631 1.173 0.088 -1.925 -1.385 -0.647
C -0.700 6.435 0.057 -1.017 1.198 -0.302 -0.247
H -3.852 6.810 -0.514 0.390 -0.344 -0.265 0.221
H -3.112 7.671 -1.877 -0.281 0.515 0.748 0.216
H -2.886 8.133 -0.089 0.442 0.579 -0.223 0.216
H -2.321 5.554 -2.727 0.267 -0.183 -0.013 0.195
H -1.046 3.967 -4.029 -0.496 0.308 -0.380 0.211
H -1.061 2.713 -2.764 0.152 -0.343 -0.563 0.234
H 0.464 3.323 -3.455 0.300 -0.192 0.100 0.230
H 1.708 4.649 1.541 -0.273 0.591 0.065 0.230
H 0.984 6.229 1.960 -0.240 0.754 0.934 0.209
H 2.200 6.075 0.664 0.269 0.321 0.210 0.218
H -0.650 7.287 0.756 -0.087 -0.689 -0.027 0.194
O -0.324 -9.645 -3.514 0.037 0.974 0.351 -0.970
S -0.463 -8.218 -3.236 -1.581 -0.441 2.419 2.353
O 0.377 -7.370 -4.046 -0.724 0.368 -0.588 -0.971
O -1.867 -7.845 -2.806 1.139 -0.188 -2.161 -0.991
C -0.052 -7.741 -1.528 2.023 1.503 -1.859 0.183
N 0.327 -8.645 -0.666 -0.975 -0.164 1.674 -0.436
C 0.159 -8.251 0.607 0.206 0.027 -0.180 0.073
C -0.102 -6.922 0.990 -0.024 -0.917 0.703 -0.328
C -0.064 -5.970 -0.020 0.233 -1.609 -2.207 0.154
N -0.040 -6.391 -1.329 -0.552 -0.311 2.024 -0.413
C 0.041 -4.526 0.168 1.023 2.808 0.235 0.045
C 0.379 -3.839 1.393 -1.125 -0.860 -1.367 -0.230
C 0.341 -2.458 1.490 0.902 0.119 -1.920 0.055
N 0.373 -1.645 0.375 -0.035 -2.055 -0.214 -0.518
C 0.250 -2.306 -0.833 -0.687 0.908 1.028 0.066
C -0.027 -3.653 -0.951 -0.642 -0.546 -0.045 -0.209
H 0.261 -9.098 1.287 0.022 0.592 0.420 0.197
H -0.306 -6.677 2.038 0.214 -0.051 -0.428 0.215
H 0.614 -4.405 2.270 -0.207 -0.224 0.458 0.223
H 0.434 -1.992 2.448 0.074 0.335 0.241 0.219
H 0.225 -1.693 -1.747 0.197 -0.128 0.642 0.228
H -0.382 -3.988 -1.941 0.637 -0.216 0.674 0.273
```
Positions in Å, forces in eV/Å.

Properties
**Total charge**: -1
**Multiplicity**: 3

Record 6
# C3H8Cl2NO

A 3-piece molecular cluster, C3H8Cl2NO overall (wB97M-V/def2-TZVPD, the Open Molecules 2025 dataset).

```
15
Properties=species:S:1:pos:R:3:forces:R:3:nbo_charge:R:1
C 0.520 -0.564 0.502 -0.873 -4.128 0.812 -0.727
C -0.926 -0.741 0.589 2.715 5.628 -0.591 0.335
C 2.145 -1.631 -1.849 -1.571 1.572 1.257 0.140
N -1.537 0.412 0.409 -1.733 -3.089 0.379 -0.634
O 1.541 -1.526 -2.978 1.633 -1.705 -1.222 -0.608
Cl 3.439 -2.656 -1.604 0.747 -0.845 -0.931 0.056
Cl -0.348 3.272 0.018 0.401 -0.775 1.230 -0.225
H 0.924 -1.323 -0.200 0.144 0.642 -0.444 0.308
H 0.864 0.387 0.332 0.779 2.120 -0.649 0.232
H 0.945 -1.002 1.404 0.124 0.164 0.489 0.278
H -1.275 -1.658 0.895 -1.783 -1.682 0.437 0.239
H -2.534 0.501 0.482 -0.539 -0.133 0.009 0.425
H -1.087 1.248 0.089 0.656 0.328 -0.260 0.426
H -0.055 2.551 1.106 -0.139 1.209 -1.032 0.270
H 1.951 -2.113 -3.694 -0.562 0.695 0.516 0.484
```
Positions in Å, forces in eV/Å.

Properties
**Total charge**: +1

Record 7
# C22H15F6HfN4O4

C22H15F6HfN4O4 as an isolated structure (wB97M-V/def2-TZVPD, the Open Molecules 2025 dataset).

```
52
Properties=species:S:1:pos:R:3:forces:R:3:nbo_charge:R:1
Hf 0.032 0.055 -0.056 3.778 0.362 -1.503 2.481
O -3.569 0.491 2.655 -0.128 -0.099 -0.301 -0.651
C -2.534 0.670 2.017 0.202 -0.164 0.233 0.615
N -2.032 0.050 0.929 -1.946 0.644 0.766 -0.831
C -2.892 -0.771 0.213 -0.728 -0.769 -0.219 0.194
C -4.241 -0.545 -0.064 0.056 0.401 0.196 -0.238
C -4.978 -1.450 -0.807 0.027 -0.008 -0.036 -0.241
C -4.366 -2.596 -1.296 0.025 0.050 0.021 -0.236
C -3.025 -2.823 -1.038 0.378 -0.207 -0.086 -0.216
C -2.275 -1.921 -0.280 -1.161 -0.009 0.042 0.096
N -0.930 -2.002 0.039 -0.155 -1.045 -0.650 -0.811
C -0.430 -3.238 0.282 0.543 0.018 0.065 0.635
O -0.996 -4.298 0.523 -0.375 0.204 -0.129 -0.641
C 1.067 -3.199 0.236 -0.294 0.301 -0.149 0.125
C 1.861 -4.252 0.663 -0.140 -0.077 0.042 -0.243
C 3.227 -4.105 0.561 0.158 -0.129 0.082 -0.168
C 3.726 -2.921 0.038 -0.259 -0.070 -0.072 -0.280
C 2.842 -1.931 -0.362 -0.023 -0.432 -0.141 0.074
N 1.498 -2.047 -0.281 1.809 -2.820 1.295 -0.449
C -1.569 1.722 2.462 -0.221 -0.645 -0.534 0.143
C -1.686 2.394 3.667 -0.110 0.086 -0.053 -0.236
C -0.753 3.362 3.959 -0.042 0.115 0.234 -0.157
C 0.247 3.614 3.033 -0.196 -0.071 -0.096 -0.262
C 0.275 2.893 1.855 -0.222 -0.511 1.005 0.060
N -0.642 1.927 1.529 2.829 0.586 3.928 -0.526
H -4.714 0.350 0.321 0.000 -0.031 0.062 0.214
H -6.027 -1.260 -0.994 -0.001 -0.001 -0.023 0.199
H -4.928 -3.319 -1.874 -0.008 0.009 -0.015 0.199
H -2.546 -3.715 -1.418 -0.003 -0.021 0.060 0.218
H 1.394 -5.140 1.064 -0.051 0.021 -0.015 0.235
H 3.890 -4.897 0.889 0.017 0.027 0.006 0.203
H 4.792 -2.758 -0.054 -0.002 0.029 -0.047 0.209
H 3.183 -0.992 -0.761 -0.040 0.111 -0.016 0.269
H -2.495 2.136 4.335 -0.054 -0.055 -0.077 0.244
H -0.801 3.907 4.894 0.030 -0.001 -0.005 0.208
H 1.008 4.359 3.222 0.018 0.001 -0.069 0.217
H 1.041 3.050 1.130 0.208 -0.048 0.045 0.269
C -1.250 2.801 -0.600 -1.301 0.386 -3.014 -0.615
C 0.193 2.815 -1.173 -0.613 0.400 1.046 0.106
O 0.977 2.071 -0.367 -1.203 2.364 -1.922 -0.847
C 0.157 2.273 -2.629 0.076 0.335 -0.616 0.957
F -0.702 2.965 -3.413 -0.062 -0.222 -0.021 -0.335
F 1.333 2.300 -3.252 0.006 -0.148 0.185 -0.303
F -0.278 0.978 -2.680 -0.178 -0.140 0.677 -0.326
C 0.649 4.307 -1.285 -0.154 0.234 -0.229 0.952
F -0.198 5.053 -2.037 0.072 0.002 0.050 -0.341
F 0.680 4.922 -0.083 0.058 -0.199 0.019 -0.337
F 1.865 4.455 -1.826 0.026 -0.087 0.158 -0.318
H -1.653 1.753 -0.553 0.090 1.031 -0.135 0.202
H -1.945 3.382 -1.221 0.046 -0.274 -0.230 0.222
H -1.299 3.220 0.365 -0.167 0.672 0.062 0.236
O 1.737 0.130 -0.717 -0.614 -0.107 0.123 -1.173
```
Positions in Å, forces in eV/Å.

Properties
**Total charge**: -1

Record 8
# C6H11F6N3O12P2PdS2

C6H11F6N3O12P2PdS2 as an isolated structure (wB97M-V/def2-TZVPD, the Open Molecules 2025 dataset).

```
43
Properties=species:S:1:pos:R:3:forces:R:3:nbo_charge:R:1
Pd -0.070 -1.088 -0.574 0.168 -0.123 -0.083 1.366
N 0.012 2.282 -2.308 0.084 0.076 -0.036 -0.825
C -0.659 2.727 -1.048 -0.003 -0.001 0.022 -0.650
C -1.265 4.128 -1.195 0.023 -0.003 -0.007 -0.635
P 0.722 2.863 0.141 0.013 -0.039 0.025 2.373
O 0.164 3.105 1.577 0.010 0.014 0.023 -1.004
O 1.714 3.804 -0.372 0.004 0.001 -0.010 -1.071
O 1.278 1.318 0.353 0.024 0.014 -0.003 -0.560
P -2.017 1.497 -0.694 -0.023 -0.007 -0.124 2.387
O -1.953 1.262 0.893 -0.029 0.026 0.015 -1.016
O -3.303 2.054 -1.141 0.017 0.003 0.000 -1.104
O -1.530 0.192 -1.321 -0.041 -0.030 0.132 -1.168
H 0.663 3.008 -2.602 -0.025 0.058 -0.016 0.407
H -0.683 2.157 -3.039 0.023 -0.028 0.004 0.402
H 0.744 1.051 -2.048 -0.135 -0.034 -0.003 0.484
H -0.491 4.848 -1.464 -0.004 0.002 0.002 0.227
H -1.725 4.448 -0.259 0.000 -0.003 0.002 0.237
H -2.048 4.108 -1.951 -0.003 -0.001 0.000 0.242
H -0.043 2.296 2.099 -0.006 0.007 -0.025 0.558
H -2.705 1.673 1.337 0.007 -0.016 0.024 0.522
O 1.333 0.218 -1.622 -0.021 0.004 -0.014 -0.478
O 2.140 0.917 -0.709 -0.004 0.010 0.038 0.013
C -0.327 -4.263 -4.101 -0.012 0.000 0.003 -0.728
C -0.343 -3.197 -3.114 -0.024 0.036 -0.036 0.442
N -0.354 -2.355 -2.342 0.037 0.018 0.032 -0.429
H -1.344 -4.473 -4.425 0.000 0.000 0.001 0.271
H 0.107 -5.157 -3.659 0.000 -0.001 0.000 0.273
H 0.271 -3.955 -4.957 0.000 0.000 0.001 0.271
F -1.521 -2.900 0.900 0.025 -0.018 0.000 -0.330
C -0.655 -3.549 1.714 -0.082 0.028 -0.009 0.720
F -0.523 -4.792 1.267 0.003 -0.040 0.004 -0.301
F -1.152 -3.564 2.930 0.023 0.004 0.004 -0.282
S 0.980 -2.692 1.603 0.019 -0.047 0.012 2.247
O 1.245 -2.804 0.168 0.023 0.021 0.061 -0.963
O 1.846 -3.320 2.534 0.006 -0.059 -0.055 -0.864
N 0.645 -1.155 1.789 -0.133 0.067 0.057 -1.278
S 0.531 -0.458 3.244 0.053 0.083 -0.057 2.266
O -0.120 0.808 3.072 -0.005 -0.027 0.013 -0.953
O 0.095 -1.357 4.258 -0.012 -0.010 0.017 -0.896
C 2.274 -0.011 3.676 -0.005 -0.007 0.008 0.731
F 3.035 -1.092 3.765 0.000 0.020 0.001 -0.298
F 2.243 0.604 4.855 0.006 0.000 0.001 -0.302
F 2.785 0.812 2.769 -0.006 0.002 -0.024 -0.301
```
Positions in Å, forces in eV/Å.

Properties
**Multiplicity**: 3

Across the entries above, max |F| takes the values 1.16; 6.60; 3.76; 4.45; 3.13; 6.28; 4.88; 0.22 eV Å⁻¹, respectively.
Across the entries above, total energy takes the values -1238.93861; -414.65598; -318.62357; -1014.04508; -2717.54220; -1169.11602; -2014.64909; -3508.53087 Ha, respectively.